C14H18F4N2O3Pt as an isolated structure at a distorted geometry. Source: OMol25; level of theory: ωB97M-V/def2-TZVPD.

The geometry in ORCA input format:
```
! wB97M-V def2-TZVPD RIJCOSX def2/J DEFGRID3
* xyz 0 1
Pt -0.024 0.212 -0.188
C -0.280 -0.337 -3.215
N 0.569 0.406 -2.288
C 0.537 1.842 -2.616
C 1.939 -0.135 -2.244
C 2.732 0.354 -1.048
N 1.906 0.203 0.153
C 2.473 0.333 1.412
C 1.703 0.072 2.552
F 0.413 -0.309 2.421
C 2.194 0.183 3.833
F 1.365 -0.095 4.848
C 3.497 0.561 4.084
C 4.272 0.827 2.980
F 5.548 1.214 3.133
C 3.790 0.719 1.688
F 4.646 1.038 0.693
H 0.107 -0.264 -4.237
H -1.286 0.080 -3.186
H -0.316 -1.385 -2.922
H 0.887 2.004 -3.642
H 1.171 2.395 -1.927
H -0.482 2.205 -2.505
H 2.478 0.114 -3.167
H 1.844 -1.220 -2.191
H 3.056 1.389 -1.180
H 3.638 -0.253 -1.003
H 3.884 0.646 5.089
C -3.703 -1.695 -1.437
C -3.084 -0.945 -0.274
C -3.885 -1.118 1.004
O -1.746 -1.455 -0.040
C -2.986 0.543 -0.618
O -4.016 1.137 -0.863
O -1.805 1.101 -0.613
H -3.786 -2.760 -1.201
H -3.106 -1.575 -2.345
H -4.698 -1.300 -1.632
H -4.023 -2.179 1.222
H -4.856 -0.639 0.893
H -3.361 -0.658 1.842
H -1.607 -2.253 -0.556
*
```

Properties
gap between HOMO and LUMO (alpha / beta)	6.50 / 6.84	eV
E_tot	-38047.2632	eV
LUMO (alpha / beta)	-0.791 / -0.540	eV
HOMO (alpha / beta)	-7.296 / -7.375	eV

So, what does the Mulliken scheme give us? The charges, in e, come out as: Pt 0.999; C -1.042; N 0.150; C -1.019; C -1.074; C -0.612; N -0.047; C 0.172; C 0.306; F -0.281; C -0.191; F -0.310; C -0.459; C -0.024; F -0.307; C 0.795; F -0.317; H 0.408; H 0.291; H 0.263; H 0.369; H 0.328; H 0.303; H 0.329; H 0.423; H 0.402; H 0.500; H 0.489; C -1.761; C 1.783; C -1.779; O -0.519; C 0.328; O -0.676; O -0.829; H 0.475; H 0.370; H 0.389; H 0.397; H 0.371; H 0.370; H 0.236

---

C14H18FeO12Rb6 as an isolated structure at a distorted geometry. Source: OMol25; level of theory: ωB97M-V/def2-TZVPD.

The geometry in ORCA input format:
```
! wB97M-V def2-TZVPD RIJCOSX def2/J DEFGRID3
* xyz 4 5
Fe -0.723 0.940 5.194
Rb 2.091 -1.763 6.010
Rb 0.422 4.339 3.125
Rb -1.125 -3.363 3.021
Rb 3.178 2.222 4.706
Rb 4.388 3.033 0.468
Rb -0.976 -3.310 -0.867
O 0.385 2.680 5.914
C 0.046 2.531 7.264
C 0.120 1.109 7.856
O -0.263 0.028 7.033
H -0.984 2.880 7.463
H 0.569 3.228 7.930
H -0.247 1.113 8.884
H 1.214 0.998 8.015
C 1.236 -1.480 0.963
C 1.465 -0.592 -0.079
C 1.593 0.908 0.156
O 2.030 1.727 -0.682
C 1.425 1.393 1.443
C 1.087 0.520 2.548
C 1.207 -1.038 2.312
O 1.295 -1.842 3.268
O 0.736 0.917 3.682
O 1.467 -1.080 -1.215
H 1.378 -2.518 0.698
H 1.638 2.433 1.670
C 0.653 -5.028 -4.542
O 1.348 -3.800 -4.730
C 0.743 -2.632 -4.701
O -0.444 -2.434 -4.504
O 1.635 -1.715 -5.024
C 1.221 -0.352 -5.033
H 0.260 -5.377 -5.491
H -0.067 -4.839 -3.746
H 1.387 -5.732 -4.155
H 1.225 -0.009 -4.003
H 0.342 -0.140 -5.637
H 2.028 0.168 -5.553
C -1.213 0.995 -2.344
O -2.416 1.414 -2.930
C -3.066 0.451 -3.666
O -2.781 -0.709 -3.682
O -4.092 0.957 -4.320
C -4.598 2.280 -4.090
H -1.030 1.655 -1.489
H -0.366 1.065 -3.022
H -1.167 -0.020 -1.927
H -3.893 3.019 -4.462
H -4.854 2.432 -3.044
H -5.505 2.338 -4.684
*
```

Properties
gap between HOMO and LUMO (alpha / beta)	6.06 / 6.00	eV
E_tot	-77664.0919	eV
LUMO (alpha / beta)	-11.291 / -11.353	eV
HOMO (alpha / beta)	-17.352 / -17.352	eV

So, what does the Mulliken scheme give us? The charges, in e, come out as: Fe 0.825; Rb 0.972; Rb 1.073; Rb 1.003; Rb 1.070; Rb 0.962; Rb 0.959; O -0.687; C -0.638; C -0.037; O -0.745; H 0.320; H 0.380; H 0.366; H 0.134; C -0.140; C -0.343; C 0.031; O -0.793; C 0.498; C -0.237; C -0.231; O -0.753; O -0.463; O -0.508; H 1.174; H -0.188; C -0.526; O -0.328; C 0.846; O -0.559; O -0.338; C -0.306; H 0.301; H 0.158; H 0.244; H -0.078; H 0.329; H 0.277; C -0.489; O -0.411; C 0.753; O -0.456; O -0.314; C -0.623; H 0.214; H 0.211; H 0.257; H 0.284; H 0.284; H 0.262

---

The molecule C14H18N2O3S3 at a distorted geometry. Source: OMol25; level of theory: ωB97M-V/def2-TZVPD.

The geometry in ORCA input format:
```
! wB97M-V def2-TZVPD RIJCOSX def2/J DEFGRID3
* xyz 0 1
C 1.628 -4.147 -0.363
C 2.167 -3.041 -1.087
C 2.520 -1.510 -1.655
C 2.124 -0.330 -0.538
C 1.583 0.946 -1.405
C -0.041 1.084 -1.533
C -0.570 2.385 -0.639
S -2.461 2.371 -0.589
C -3.082 1.230 0.766
S -2.498 1.275 2.396
N -4.138 0.166 0.445
C -4.615 -0.055 -0.974
C -5.672 -1.306 -0.777
N -5.811 -1.744 0.690
C -4.842 -0.783 1.403
C 3.488 0.132 0.314
C 3.195 1.354 1.380
O 2.979 0.861 2.749
S 1.446 0.131 2.939
O 0.662 1.109 3.893
O 0.538 0.132 1.487
C 1.082 -0.918 0.581
H 0.950 -4.971 0.170
H 3.645 -1.464 -1.985
H 1.797 -1.366 -2.594
H 1.999 0.806 -2.515
H 1.993 1.997 -1.054
H -0.652 0.106 -1.343
H -0.264 1.389 -2.666
H -0.169 3.340 -1.227
H -0.070 2.441 0.428
H -4.356 0.473 -1.988
H -6.228 -1.745 -1.724
H -4.672 -0.788 2.563
H 4.416 0.316 -0.374
H 3.750 -0.821 0.984
H 2.283 2.034 1.106
H 4.153 2.065 1.376
H 1.599 -1.715 1.302
H 0.147 -1.439 0.060
*
```

Properties
gap between HOMO and LUMO	7.18	eV
E_tot	-56422.6777	eV
LUMO	-1.138	eV
HOMO	-8.321	eV

So, what does the Mulliken scheme give us? The charges, in e, come out as: C -0.394; C -0.234; C -0.532; C 1.688; C -1.041; C -0.476; C -0.442; S -0.136; C 0.245; S -0.185; N 0.100; C -0.230; C -0.264; N -0.481; C -0.082; C -0.963; C -0.299; O -0.379; S 0.603; O -0.527; O -0.088; C -1.547; H 0.330; H 0.313; H 0.336; H 0.349; H 0.370; H 0.294; H 0.351; H 0.361; H 0.095; H 0.290; H 0.283; H 0.285; H 0.390; H 0.323; H 0.203; H 0.267; H 0.504; H 0.323

---

The molecule C14H18N2O3S3 at a distorted geometry. Source: OMol25; level of theory: ωB97M-V/def2-TZVPD.

The geometry in ORCA input format:
```
! wB97M-V def2-TZVPD RIJCOSX def2/J DEFGRID3
* xyz 0 1
C -5.192 -1.560 -0.275
C -4.142 -0.455 -0.279
C -2.738 -1.014 -0.067
C -1.684 0.093 -0.069
N -0.356 -0.362 0.290
C 0.356 -1.185 -0.668
C 0.896 -0.343 -1.775
C 0.547 -0.350 -3.089
C 1.242 0.614 -3.856
C 2.104 1.346 -3.109
S 2.089 0.872 -1.453
S -0.168 -0.870 1.875
O -1.018 -0.063 2.695
O -0.242 -2.298 1.996
C 1.528 -0.383 2.118
C 2.522 -1.218 2.530
S 4.033 -0.422 2.608
C 3.324 1.057 2.054
C 4.219 2.221 1.889
N 3.682 3.260 1.206
O 5.344 2.238 2.339
C 1.979 0.921 1.845
H -5.174 -2.093 0.673
H -6.186 -1.143 -0.417
H -5.001 -2.274 -1.073
H -4.365 0.261 0.514
H -4.178 0.080 -1.232
H -2.684 -1.529 0.895
H -2.518 -1.743 -0.851
H -1.622 0.575 -1.050
H -1.950 0.843 0.679
H -0.280 -1.975 -1.083
H 1.170 -1.664 -0.115
H -0.179 -1.027 -3.503
H 1.101 0.750 -4.913
H 2.754 2.138 -3.424
H 2.420 -2.252 2.790
H 2.794 3.194 0.744
H 4.265 4.062 1.034
H 1.309 1.698 1.528
*
```

Properties
gap between HOMO and LUMO	9.40	eV
E_tot	-56438.4836	eV
SMILES string	CCCCN(Cc1cccs1)S(=O)(=O)c1csc(C(N)=O)c1
LUMO	0.139	eV
HOMO	-9.262	eV

So, what does the Mulliken scheme give us? The charges, in e, come out as: C -1.323; C -0.443; C -0.100; C -1.292; N 0.439; C -1.000; C 0.245; C -0.578; C -0.511; C -0.471; S 0.010; S 1.304; O -0.720; O -0.704; C -0.101; C -0.041; S -0.197; C 0.974; C 0.178; N -0.303; O -0.643; C -1.521; H 0.327; H 0.400; H 0.325; H 0.333; H 0.309; H 0.334; H 0.234; H 0.427; H 0.365; H 0.370; H 0.578; H 0.435; H 0.394; H 0.444; H 0.560; H 0.207; H 0.225; H 0.529

---

The molecule C14H18N2O4S at a distorted geometry. Source: OMol25; level of theory: ωB97M-V/def2-TZVPD.

The geometry in ORCA input format:
```
! wB97M-V def2-TZVPD RIJCOSX def2/J DEFGRID3
* xyz 0 1
C -3.520 -0.323 -2.035
C -2.248 0.340 -1.510
N -2.284 0.746 -0.126
C -3.090 1.866 0.309
C -4.525 1.505 0.686
S -1.981 -0.463 0.973
O -2.126 0.090 2.288
O -2.713 -1.666 0.673
C -0.242 -0.781 0.668
C 0.187 -2.101 0.544
C 1.521 -2.394 0.354
C 2.408 -1.324 0.288
C 1.968 0.018 0.405
C 0.618 0.290 0.606
C 3.140 0.834 0.283
C 3.188 2.285 0.322
O 2.236 3.020 0.420
O 4.448 2.764 0.225
C 4.198 -0.031 0.110
N 3.768 -1.313 0.111
C 4.589 -2.480 -0.043
H -3.814 -1.120 -1.357
H -4.331 0.396 -2.120
H -3.331 -0.745 -3.019
H -1.998 1.219 -2.114
H -1.419 -0.370 -1.584
H -2.590 2.272 1.193
H -3.071 2.618 -0.484
H -4.506 0.725 1.443
H -5.027 2.379 1.094
H -5.088 1.147 -0.171
H -0.558 -2.878 0.601
H 1.860 -3.415 0.264
H 0.259 1.300 0.708
H 4.423 3.732 0.257
H 5.236 0.211 -0.016
H 5.628 -2.179 -0.161
H 4.504 -3.124 0.835
H 4.282 -3.049 -0.923
*
```

Properties
gap between HOMO and LUMO	9.05	eV
E_tot	-36816.0315	eV
SMILES string	CCN(CC)S(=O)(=O)c1ccc2c(c1)c(C(=O)O)cn2C
LUMO	0.448	eV
HOMO	-8.599	eV

So, what does the Mulliken scheme give us? The charges, in e, come out as: C -1.203; C -0.538; N 0.251; C -0.607; C -1.016; S 1.370; O -0.723; O -0.736; C -0.140; C -0.470; C -0.965; C -0.110; C 0.679; C -0.398; C -0.345; C 0.358; O -0.607; O -0.460; C -0.261; N 0.199; C -1.045; H 0.310; H 0.287; H 0.419; H 0.410; H 0.268; H 0.285; H 0.428; H 0.336; H 0.397; H 0.228; H 0.549; H 0.428; H 0.627; H 0.336; H 0.450; H 0.344; H 0.335; H 0.333

---

A 2-piece molecular cluster, C14H18N3S overall. Source: OMol25; level of theory: ωB97M-V/def2-TZVPD.

The geometry in ORCA input format:
```
! wB97M-V def2-TZVPD RIJCOSX def2/J DEFGRID3
* xyz 1 1
C 1.804 2.097 1.503
C 1.417 0.856 0.735
C 2.361 0.157 -0.026
N 3.740 0.529 -0.103
C 1.944 -0.956 -0.741
C 0.627 -1.378 -0.715
C -0.324 -0.734 0.071
C 0.093 0.388 0.790
S -1.018 1.274 1.840
C -2.583 0.685 1.263
C -3.705 1.417 1.630
C -4.971 1.009 1.254
C -5.108 -0.139 0.484
C -3.984 -0.850 0.108
C -2.702 -0.462 0.493
N -1.625 -1.286 0.078
C -1.711 -2.671 0.597
H 1.006 2.829 1.422
H 2.006 1.902 2.552
H 2.681 2.549 1.055
H 4.082 0.934 0.754
H 3.903 1.171 -0.865
H 2.692 -1.502 -1.302
H 0.342 -2.243 -1.291
H -3.590 2.307 2.231
H -5.858 1.557 1.527
H -6.087 -0.472 0.180
H -4.104 -1.736 -0.498
H -2.350 -3.261 -0.053
H -2.190 -2.664 1.574
H -0.733 -3.125 0.648
N 4.790 0.365 -3.440
H 4.411 0.209 -2.497
H 4.525 1.296 -3.768
H 5.809 0.289 -3.412
H 4.412 -0.341 -4.077
*
```

Properties
gap between HOMO and LUMO	5.25	eV
E_tot	-30108.9884	eV
LUMO	-4.246	eV
HOMO	-9.493	eV

So, what does the Mulliken scheme give us? The charges, in e, come out as: C -2.029; C 0.054; C 0.295; N -0.762; C -0.406; C -0.299; C 0.078; C 0.585; S -0.357; C 1.053; C -0.669; C -0.621; C -0.673; C -0.474; C -0.197; N 0.110; C -1.144; H 0.539; H 0.360; H 0.431; H 0.291; H 0.216; H 0.445; H 0.547; H 0.378; H 0.410; H 0.384; H 0.370; H 0.294; H 0.342; H 0.523; N -0.437; H 0.153; H 0.413; H 0.398; H 0.399

---

- Among the records above, which one has the highest E_tot?
  C14H18N3S